Entry 1:
# C17H27I2N4O4

A molecular structure, C17H27I2N4O4 in a non-equilibrium geometry (ωB97M-V/def2-TZVPD, the Open Molecules 2025 dataset).

Values from the calculation:
HOMO level: -11.7 eV
Net charge: +1
Maximum force: 6.86 eV Å⁻¹

Cartesian coordinates (Å):
C: 4.3016 0.0384 3.0476
C: 3.0087 0.4399 2.1300
C: 3.4653 0.2889 0.5877
N: 2.2888 0.2110 -0.3731
C: 2.6610 0.6196 -1.7555
C: 2.1038 -0.4606 -2.8461
O: 1.9608 0.0101 -4.0249
C: 1.0981 0.8755 0.1642
N: 0.8457 2.3162 0.2706
C: 0.2754 2.9353 -0.9509
I: -0.5650 1.9211 -2.6696
C: 0.2517 4.3846 -0.9747
C: 0.8067 5.2735 0.2462
I: -0.5998 5.4675 -2.6897
N: 0.1501 0.0587 0.6895
C: -1.0986 0.4941 1.3743
C: -2.3065 1.0047 0.4707
C: -2.8813 -0.0408 -0.6072
C: -3.4970 -1.3454 0.1501
C: -3.8277 -2.5663 -0.8614
O: -4.2070 -3.7037 0.0097
C: -2.9540 -4.3409 0.3246
C: -2.4376 -5.4313 -0.7709
O: -2.2814 -4.1423 1.3731
O: 0.3862 -1.2954 0.6602
C: -0.0801 -1.8759 -0.5472
N: -0.3496 -2.3999 -1.6113
H: 3.9277 -0.0160 4.1327
H: 4.6392 -1.0036 2.7158
H: 5.0815 0.8558 2.8722
H: 2.1747 -0.2847 2.4309
H: 2.7185 1.5296 2.3754
H: 4.1700 -0.6121 0.4500
H: 4.0352 1.2580 0.2856
H: 3.8177 0.5129 -1.8281
H: 2.4343 1.7016 -2.0448
H: 1.9058 -1.5602 -2.5979
H: 1.7513 2.7346 0.5528
H: 1.7678 5.8027 -0.0756
H: 0.8952 4.6765 1.2237
H: -0.0014 6.0831 0.4483
H: -0.7982 1.3147 2.1401
H: -1.4708 -0.3889 2.0245
H: -3.1890 1.2198 1.1985
H: -2.1363 1.9995 -0.0810
H: -2.1692 -0.3026 -1.4628
H: -3.7979 0.4763 -1.1009
H: -2.8905 -1.6737 1.0629
H: -4.5282 -0.9975 0.5582
H: -2.9314 -2.8011 -1.5328
H: -4.7814 -2.2960 -1.4593
H: -2.2032 -4.8372 -1.7218
H: -1.5661 -6.0550 -0.3753
H: -3.3737 -6.0732 -1.0073

Atoms 1-6, force components in eV/Å:
-1.423 0.355 -0.526
1.263 -0.591 0.212
0.230 0.998 0.972
-1.210 1.572 0.934
0.993 -1.205 -0.891
0.027 3.422 -3.986

And the Löwdin charges, in e, turn out to be: C -0.10; C -0.23; C -0.15; N -0.09; C -0.14; C -0.18; O -0.06; C -0.19; N 0.06; C -0.71; I 1.02; C -0.71; C -0.14; I 0.78; N -0.01; C -0.09; C -0.18; C -0.23; C -0.16; C -0.16; O -0.09; C -0.41; C 0.00; O 0.04; O 0.05; C -0.14; N 0.23; H 0.09; H 0.09; H 0.09; H 0.11; H 0.11; H 0.15; H 0.14; H 0.15; H 0.12; H 0.12; H 0.13; H 0.09; H 0.08; H 0.09; H 0.16; H 0.15; H 0.14; H 0.08; H 0.03; H 0.13; H 0.10; H 0.13; H 0.10; H 0.15; H 0.07; H 0.10; H 0.10

Entry 2:
# C17H27N2O7S

2 unconnected molecules or ions with the total composition C17H27N2O7S in a non-equilibrium geometry (ωB97M-V/def2-TZVPD, the Open Molecules 2025 dataset).

Values from the calculation:
HOMO level: -11.5 eV
Net charge: +1
Maximum force: 3.48 eV Å⁻¹

Cartesian coordinates (Å):
C: 2.2380 2.4821 -1.4897
C: 3.7681 2.2021 -1.7035
O: 4.3673 2.9551 -2.4184
O: 4.4669 1.1433 -1.0664
C: 5.3321 0.4700 -1.9803
O: 6.3984 0.8933 -2.2678
C: 4.8306 -0.9201 -2.5808
C: 3.4036 -1.1747 -1.9656
N: 2.3035 -0.7990 -2.7174
C: 1.0330 -0.9696 -2.2047
O: -0.0110 -0.5612 -3.0189
C: 0.7925 -1.5380 -0.8587
C: -0.6932 -1.6377 -0.4088
C: -1.3066 -3.0827 -0.6647
C: -2.6446 -3.1811 0.2209
N: -3.3901 -1.9072 0.3331
C: 1.9472 -1.9693 -0.0171
C: 1.7259 -2.5849 1.3880
O: 0.6848 -3.1134 1.6745
O: 2.7205 -2.6037 2.3861
C: 3.3108 -1.7539 -0.6234
S: 4.8628 -2.1621 0.2208
H: 1.8926 2.2420 -0.4420
H: 2.0704 3.5812 -1.6268
H: 1.5917 1.9540 -2.2508
H: 4.7893 -0.8781 -3.7097
H: 5.5360 -1.7576 -2.3345
H: 2.4990 -0.3927 -3.6379
H: -0.2795 -1.3176 -3.5826
H: -1.3354 -0.8927 -0.9551
H: -0.7360 -1.4096 0.6867
H: -1.5572 -3.2103 -1.7528
H: -0.5760 -3.8778 -0.3378
H: -2.3891 -3.4871 1.2740
H: -3.3601 -3.9191 -0.2469
H: -3.0167 -1.3077 1.0695
H: -3.4549 -1.4170 -0.5587
H: 3.0671 -3.5214 2.3740
H: 4.6808 -3.3873 0.8286
C: -2.0296 2.6425 3.1151
C: -2.6928 2.2022 1.8207
O: -3.9981 1.6796 1.9991
C: -4.9565 2.5589 2.5734
C: -5.1874 3.8212 1.7610
H: -1.9795 1.8093 3.8211
H: -1.0159 3.0006 2.9211
H: -2.5800 3.4486 3.6013
H: -2.0974 1.4001 1.3749
H: -2.7076 3.0182 1.0902
H: -4.6774 2.8001 3.6042
H: -5.8922 1.9993 2.6311
H: -4.2823 4.4256 1.6766
H: -5.9581 4.4364 2.2285
H: -5.5081 3.5692 0.7475

Atoms 1-6, force components in eV/Å:
-0.006 -0.391 1.047
-0.234 2.017 -0.835
-0.255 -0.938 0.324
-1.081 -0.851 -1.206
1.058 -0.262 -0.368
-0.542 -0.192 0.247

And the Löwdin charges, in e, turn out to be: C 0.02; C -0.43; O 0.15; O 0.04; C -0.40; O 0.21; C -0.02; C -0.18; N 0.21; C -0.20; O 0.07; C 0.00; C -0.16; C -0.16; C -0.25; N -0.02; C 0.04; C -0.39; O 0.16; O 0.04; C -0.38; S 0.89; H 0.10; H 0.10; H 0.08; H 0.15; H 0.12; H 0.20; H 0.15; H 0.12; H 0.12; H 0.11; H 0.11; H 0.12; H 0.12; H 0.06; H 0.07; H 0.12; H -0.08; C -0.08; C -0.29; O -0.17; C -0.27; C -0.08; H 0.08; H 0.08; H 0.07; H 0.10; H 0.11; H 0.11; H 0.12; H 0.07; H 0.08; H 0.08